Density functional theory data (the ωB97M-V functional and the def2-TZVPD basis) for a structure of composition C28H20F7N5O7S2Zr.

Output
Lowest unoccupied orbital energy, eV: -6.555
Frontier orbital gap, eV: 6.091
DFT total energy, Eh: -3421.6401
Total charge: +2

XYZ file:
```
70
Properties=species:S:1:pos:R:3:nbo_charge:R:1
Zr -2.59 0.58 0.71 2.4221
S -5.27 -0.13 0.70 2.1232
S -5.16 2.49 1.04 2.2143
F -5.56 2.44 -1.59 -0.2607
F -4.65 4.24 -0.80 -0.2533
F -3.46 2.44 -1.00 -0.3225
F -0.07 -2.65 -4.77 -0.2851
F -7.25 -1.57 1.50 -0.2556
F -7.36 -0.95 -0.59 -0.2584
F -5.97 -2.50 0.02 -0.2707
O -4.35 -0.60 1.76 -0.8983
O -5.78 3.61 1.63 -0.7781
O -1.61 -0.21 2.17 -0.8203
O -3.78 2.11 1.53 -0.9976
O -4.40 0.02 -0.51 -0.9492
O -1.52 -2.06 3.45 -0.4855
O -1.66 -0.71 -0.48 -0.8167
N 3.49 4.62 1.30 -0.5319
N -6.06 1.18 1.00 -1.1091
N 3.13 4.54 -0.91 -0.3967
N -0.96 2.04 0.51 -0.6434
N 0.20 -4.25 0.45 -0.2862
C -1.39 -1.54 2.39 0.7982
C -0.57 -2.21 -2.54 -0.2436
C -0.35 2.46 1.64 0.0806
C 2.37 -5.15 1.19 -0.6297
C 4.55 5.27 0.71 0.1911
C -0.31 -3.49 1.41 0.1866
C 1.43 3.46 0.42 0.1469
C 6.55 6.46 0.34 -0.1640
C -4.71 2.94 -0.74 0.7670
C -6.60 -1.40 0.38 0.8365
C 0.78 3.07 -0.76 -0.2385
C -0.38 2.36 -0.67 0.0700
C 0.77 -6.54 -0.24 -0.4150
C 5.68 5.90 1.25 -0.2640
C -0.49 -2.64 -1.20 -0.1532
C 0.59 -4.24 -3.19 -0.1935
C 4.31 5.21 -0.66 0.0500
C 0.93 -5.50 0.86 -0.0223
C 0.84 3.14 1.64 -0.2564
C 0.67 -4.68 -1.89 -0.0096
C 6.32 6.41 -1.05 -0.2102
C 0.13 -3.86 -0.88 0.2433
C -0.93 -2.27 1.16 -0.3322
C -0.02 -3.02 -3.49 0.4280
C 5.21 5.79 -1.57 -0.1695
C -1.04 -1.84 -0.15 0.5437
C 2.68 4.20 0.27 0.2633
C 1.30 -6.01 -1.56 -0.4385
H 3.37 4.46 2.28 0.4228
H 5.02 5.75 -2.64 0.2346
H 5.87 5.95 2.31 0.2307
H 7.03 6.87 -1.72 0.2328
H -0.28 -6.82 -0.33 0.2268
H 2.90 -6.06 1.48 0.2500
H -0.22 -3.86 2.42 0.2594
H 0.98 -4.84 -4.00 0.2569
H 2.43 -4.45 2.02 0.2276
H -1.05 -1.29 -2.81 0.2532
H 0.41 -5.84 1.75 0.2298
H 7.43 6.96 0.70 0.2319
H -0.89 2.03 -1.57 0.2179
H 2.89 -4.71 0.34 0.2205
H -0.83 2.22 2.58 0.2326
H 1.27 3.44 2.59 0.2401
H 1.21 3.32 -1.72 0.2817
H 2.38 -5.91 -1.54 0.2402
H 1.32 -7.43 0.07 0.2521
H 1.08 -6.72 -2.37 0.2530
```

Density functional theory data (the ωB97M-V functional and the def2-TZVPD basis) for a structure of composition C28H20GeN4S2Y.

Output
Lowest unoccupied orbital energy, eV: -4.354
Frontier orbital gap, eV: 7.261
DFT total energy, Eh: -4209.4200
Total charge: +1

XYZ file:
```
56
Properties=species:S:1:pos:R:3:nbo_charge:R:1
Y -0.51 -0.44 -0.98 1.8961
Ge -1.14 2.14 1.53 1.2935
S -0.21 0.05 1.83 -0.1590
S 1.95 0.38 -0.30 -0.2675
N 1.35 1.45 4.69 -0.2473
N -0.74 -0.65 -3.37 -0.3697
N 4.67 1.77 1.78 -0.2282
N -1.54 -1.51 -3.81 -0.0687
C -2.04 -2.43 -2.85 0.1038
C 0.87 2.12 -6.06 -0.1872
C -0.85 0.51 -5.55 -0.2362
C -4.83 2.44 4.43 -0.1727
C 1.50 1.87 -4.86 -0.1835
C 1.79 1.25 3.65 0.2539
C -2.89 -3.39 -3.41 -0.1766
C -3.09 -4.38 -1.24 -0.1630
C -1.58 2.83 -2.65 -0.1678
C -2.64 2.00 -2.99 -0.1737
C -0.30 1.45 -6.41 -0.1877
C -1.68 2.06 -0.35 -0.5370
C -2.73 1.21 -0.72 -0.2778
C -2.64 2.23 2.73 -0.4880
C -3.00 3.46 3.25 -0.1942
C -3.38 1.09 3.07 -0.1491
C -2.24 -3.41 -0.71 -0.1997
C -1.68 -2.40 -1.49 -0.6588
C -3.20 1.16 -2.03 -0.1973
C 0.95 0.94 -3.98 -0.2390
C 3.60 1.44 2.02 0.2544
C -0.21 0.27 -4.33 0.1574
C -3.43 -4.36 -2.58 -0.2075
C 2.26 1.03 2.32 -0.3357
C -4.10 3.57 4.10 -0.1905
C -1.09 2.86 -1.35 -0.1919
C 1.45 0.53 1.35 -0.2044
C -4.47 1.20 3.91 -0.2156
H -3.20 0.57 0.03 0.2432
H 2.41 2.38 -4.60 0.2344
H -4.37 4.53 4.51 0.2313
H 0.00 3.13 1.74 -0.0869
H -5.03 0.31 4.18 0.2278
H -1.75 -0.03 -5.80 0.2433
H -0.26 3.51 -1.11 0.2454
H 1.46 0.73 -3.05 0.2211
H -3.02 1.99 -4.00 0.2443
H -3.12 -3.35 -4.46 0.2334
H 1.28 2.85 -6.75 0.2336
H -0.78 1.65 -7.35 0.2327
H -4.09 -5.12 -2.99 0.2321
H -3.50 -5.15 -0.59 0.2279
H -3.10 0.11 2.70 0.1959
H -5.68 2.52 5.09 0.2304
H -4.01 0.49 -2.28 0.2494
H -2.44 4.36 3.02 0.2198
H -2.01 -3.47 0.35 0.2105
H -1.13 3.46 -3.41 0.2465
```

Density functional theory data (the ωB97M-V functional and the def2-TZVPD basis) for a structure of composition C28H20N3O7ReS2.

Output
Lowest unoccupied orbital energy (spin up / spin down), eV: 1.671 / 1.657
Frontier orbital gap (spin up / spin down), eV: 6.157 / 6.398
DFT total energy, Eh: -2644.7067
Total charge: -1
Multiplicity: 2

XYZ file:
```
61
Properties=species:S:1:pos:R:3:nbo_charge:R:1
Re 0.20 0.19 -0.10 1.1275
S 2.04 -0.76 0.81 0.0406
S 1.54 2.05 -0.48 -0.0076
O -7.57 -1.90 0.91 -0.3943
O -1.35 3.06 -3.55 -0.5323
O -7.08 -1.45 -1.13 -0.3871
O -1.09 1.33 0.90 -0.7254
O -0.97 -1.33 0.79 -0.7251
O -0.89 0.92 -1.76 -0.7556
O -1.87 1.35 2.98 -0.6019
N -0.07 -2.69 -0.81 -0.4152
N -6.83 -1.44 0.06 0.5350
N 0.18 -1.45 -1.39 -0.2903
C -5.59 -0.79 0.50 0.0062
C 3.32 0.44 0.81 -0.1095
C 0.30 -0.25 -3.47 -0.2138
C -5.30 -0.74 1.85 -0.2027
C 4.14 2.61 0.16 -0.2071
C 3.10 1.67 0.20 -0.2240
C -0.40 0.88 -2.97 0.3354
C -0.63 1.95 -3.88 0.2954
C -4.74 -0.25 -0.46 -0.1982
C 0.33 -1.44 -2.66 0.1800
C -2.40 -4.56 2.96 -0.2075
C -1.31 -6.05 1.43 -0.2235
C 5.37 2.32 0.72 -0.2277
C 5.59 1.08 1.33 -0.2382
C -4.13 -0.13 2.26 -0.1768
C -1.10 3.69 -2.29 -0.2515
C 0.74 -0.31 -4.80 -0.1772
C -3.57 0.36 -0.04 -0.1371
C -1.17 -3.68 1.09 -0.0312
C 4.57 0.15 1.37 -0.2416
C -2.09 -5.85 2.56 -0.2142
C -1.98 1.05 1.81 0.7883
C -0.16 1.87 -5.17 -0.2412
C -0.85 -4.97 0.69 -0.1946
C -0.70 -2.50 0.32 0.5416
C 0.53 0.76 -5.65 -0.2620
C -3.26 0.41 1.32 -0.1170
C -1.94 -3.47 2.23 -0.1992
H 3.97 3.57 -0.31 0.2112
H 6.55 0.85 1.77 0.2027
H -5.00 -0.31 -1.50 0.2428
H -1.54 3.15 -1.46 0.2019
H -0.02 3.79 -2.12 0.1860
H -0.34 2.73 -5.82 0.2142
H -3.87 -0.05 3.30 0.2397
H 0.89 0.73 -6.67 0.2056
H 0.38 -2.41 -3.15 0.1984
H -5.99 -1.18 2.56 0.2407
H -2.18 -2.46 2.52 0.2394
H -1.54 4.68 -2.38 0.1755
H -1.05 -7.06 1.12 0.2056
H -2.88 0.76 -0.76 0.2537
H -0.24 -5.11 -0.19 0.2330
H -2.45 -6.70 3.13 0.2044
H 1.25 -1.20 -5.15 0.2037
H 6.17 3.05 0.69 0.2024
H 4.72 -0.82 1.83 0.2116
H -3.01 -4.39 3.84 0.2074
```

| no. | F_max (Eh/bohr) |
| --- | --- |
| 1 | 0.02697 |
| 2 | 0.01377 |
| 3 | 0.00433 |